(1)
The ion C3H12N3Si with charge +1. Source: the Open Molecules 2025 dataset; level of theory: ωB97M-V with the def2-TZVPD basis set.

* total charge: +1
* energy: -15646.6745 eV
* SMILES string: C=[N+](C)[Si@@H](N)NC
* energy relative to the best compared isomer or geometry (same formula, charge and spin): 16.0 kcal/mol
* maximum force: 5.33 eV Å⁻¹
* frontier orbital gap: 0.33498 Eh
* highest occupied orbital energy: -13.5 eV

Last column: Löwdin charge in e.
CARTESIAN COORDINATES (ANGSTROEM)
C -2.29220 0.22925 0.10159  0.093
N -1.17447 -0.32521 0.07080  -0.197
C -1.09153 -1.77152 -0.07848  -0.022
Si 0.14588 0.80545 -0.26209  0.599
N -0.64481 2.36802 0.14599  -0.071
N 1.45923 -0.28309 0.25795  -0.221
C 2.84748 -0.43667 0.09748  -0.177
H -2.18153 1.32491 0.09430  0.077
H -3.18126 -0.45843 0.24481  0.155
H -0.21542 -2.20208 0.28156  0.064
H -1.95733 -2.34039 0.11091  0.088
H -1.02455 -1.82637 -1.22380  0.148
H 0.05803 1.10266 -1.64947  0.011
H -0.72034 2.56093 1.05832  -0.016
H -0.64132 3.21327 -0.41771  0.071
H 1.14547 -0.54640 1.20967  0.087
H 3.03628 -1.51537 0.01462  0.085
H 3.44524 0.07778 0.91665  0.106
H 2.98712 0.02327 -0.97312  0.119

Atoms 1-6, force components in eV/Å:
-3.0 -0.3 1.2
0.0 -1.5 0.7
0.3 0.6 -4.1
2.4 1.4 -0.6
1.7 -2.4 -2.9
-4.7 1.8 1.8

---

(2)
A cluster of 2 separate species, C10H15N2O2 in total. Source: the Open Molecules 2025 dataset; level of theory: ωB97M-V with the def2-TZVPD basis set.

* total charge: +1
* energy: -17680.2098 eV
* energy relative to the best compared isomer or geometry (same formula, charge and spin): 22.2 kcal/mol
* maximum force: 1.38 eV Å⁻¹
* frontier orbital gap: 0.38142 Eh
* highest occupied orbital energy: -14.1 eV

Last column: Löwdin charge in e.
CARTESIAN COORDINATES (ANGSTROEM)
C -5.43280 -0.04488 0.11953  -0.013
C -4.66790 1.08214 0.38635  -0.001
C -4.79339 -1.19599 -0.32284  0.000
C -3.29940 1.03742 0.20726  0.028
C -3.42581 -1.18938 -0.48376  0.028
C 1.22874 1.22550 -0.54337  -0.291
C 2.60139 -1.39917 -0.11843  -0.006
C 4.57647 0.06921 -0.69828  -0.006
C 3.19948 0.55973 1.35738  -0.010
C 3.20132 -0.00178 -0.05759  -0.537
N 0.20821 1.66957 -0.23124  0.214
N -2.71611 -0.08516 -0.22045  -0.121
O 2.34910 0.87095 -0.91220  0.107
O -1.39884 -0.16293 -0.39743  0.022
H -6.50348 -0.02896 0.25097  0.126
H -5.12342 1.99693 0.73122  0.128
H -5.34695 -2.09470 -0.54313  0.127
H -2.65807 1.88699 0.39924  0.150
H -2.86085 -2.04633 -0.82044  0.155
H 1.60135 -1.40870 0.31638  0.089
H 2.53959 -1.74538 -1.14802  0.099
H 3.22664 -2.08815 0.44057  0.103
H 4.54740 -0.30551 -1.71972  0.098
H 5.27540 -0.53419 -0.12631  0.102
H 4.93485 1.09546 -0.71485  0.098
H 3.54798 1.59024 1.36291  0.103
H 2.19886 0.52705 1.78900  0.090
H 3.86140 -0.03166 1.98209  0.104
H -0.87116 0.75168 -0.28484  0.015

Atoms 1-6, force components in eV/Å:
0.2 0.0 0.0
0.0 -0.2 -0.1
0.0 0.3 0.1
-0.3 0.5 0.2
-0.1 -0.4 -0.1
-0.3 0.7 0.4

---

(3)
A structure of composition C6H12O. Source: the Open Molecules 2025 dataset; level of theory: ωB97M-V with the def2-TZVPD basis set.

* energy: -8459.9317 eV
* energy relative to the best compared isomer or geometry (same formula, charge and spin): 102.0 kcal/mol
* maximum force: 0.30 eV Å⁻¹
* frontier orbital gap: 0.33186 Eh
* highest occupied orbital energy: -8.0 eV

Last column: Löwdin charge in e.
CARTESIAN COORDINATES (ANGSTROEM)
C -2.69745 -0.49218 0.56319  -0.073
C -1.57831 0.27092 -0.11766  -0.277
O -0.41615 0.17583 0.68482  -0.137
C 0.63503 0.97293 0.19877  -0.410
C 1.93284 0.67738 0.90501  -0.034
C 1.54334 0.48307 -0.87624  -0.111
C 1.39259 -0.99619 -1.18081  -0.137
H -2.91066 -0.06511 1.54765  0.078
H -2.42136 -1.54242 0.69709  0.078
H -3.61093 -0.44810 -0.03908  0.077
H -1.85871 1.32897 -0.24654  0.122
H -1.38286 -0.13927 -1.12061  0.118
H 0.33781 2.02620 0.15778  0.143
H 1.88395 -0.19281 1.55640  0.121
H 2.47507 1.53886 1.29275  0.113
H 2.64267 0.49487 -0.06922  0.104
H 0.77453 -1.03838 -2.08734  0.078
H 2.35523 -1.44160 -1.45111  0.072
H 0.90336 -1.61298 -0.41485  0.077

Atoms 1-6, force components in eV/Å:
0.0 0.0 0.0
-0.2 0.0 -0.1
0.0 0.0 0.0
0.1 0.2 0.0
0.0 0.1 0.3
-0.2 -0.1 -0.1

---

(4)
A structure of composition C19H14F3N2O7P2SSeSn. Source: the Open Molecules 2025 dataset; level of theory: ωB97M-V with the def2-TZVPD basis set.

* total charge: -1
* energy: -145996.6741 eV
* energy relative to the best compared isomer or geometry (same formula, charge and spin): 0.0 kcal/mol
* maximum force: 1.26 eV Å⁻¹
* frontier orbital gap: 0.30139 Eh
* highest occupied orbital energy: -6.1 eV

Last column: Löwdin charge in e.
CARTESIAN COORDINATES (ANGSTROEM)
Sn 0.42512 1.77071 0.47413  0.764
S 1.51929 1.80596 2.81875  0.645
C 2.95857 1.80127 1.88666  -0.771
C 4.24591 1.76158 2.44073  -0.091
C 5.33273 1.78710 1.59562  -0.073
C 5.14002 1.84174 0.21446  -0.069
C 3.84596 1.86375 -0.26006  -0.101
N 2.79539 1.84328 0.55718  -0.058
H 4.34392 1.71613 3.51595  0.101
H 6.33376 1.76961 2.00845  0.105
H 5.97816 1.86663 -0.46643  0.098
H 3.61732 1.90196 -1.31822  0.123
O -2.05553 1.22766 -1.82260  -0.138
P -0.84337 2.09548 -2.44022  0.174
O -0.90272 2.13156 -3.90306  -0.259
O 0.42673 1.57974 -1.76127  -0.386
O -1.09425 3.53544 -1.74186  -0.286
P 0.18229 4.48637 -1.28448  0.230
O 1.30601 4.28307 -2.40029  -0.120
O -0.22277 5.88384 -1.18121  -0.255
O 0.69505 3.83518 0.02315  -0.394
H -2.69530 1.08791 -2.53801  0.090
H 1.48107 3.33022 -2.52221  0.054
Se -1.83826 1.71731 1.68791  0.706
C -3.57411 1.88130 0.86529  -0.608
C -3.93345 2.89831 -0.00634  -0.105
C -5.24101 2.93013 -0.46920  -0.151
N -6.17857 2.05500 -0.11203  0.039
C -5.82302 1.09926 0.74275  -0.168
C -4.54207 0.96257 1.25276  -0.130
H -3.21346 3.63880 -0.32628  0.099
H -5.55812 3.70037 -1.16474  0.104
H -6.60752 0.40290 1.02153  0.097
H -4.28712 0.16120 1.93373  0.090
F -0.41872 -7.71952 1.16451  0.126
C 0.31617 -7.27378 0.11795  -0.575
F -0.31245 -7.71712 -0.99548  0.127
F 1.50117 -7.91207 0.17575  0.124
C 0.45468 -5.78561 0.13180  -0.139
C -0.70303 -5.01533 0.08767  -0.012
C -0.61385 -3.63848 0.12939  -0.008
C 0.63648 -3.01360 0.21272  -0.238
C 1.79006 -3.79885 0.24196  -0.016
C 1.70005 -5.17957 0.20145  -0.013
C 0.70585 -1.58909 0.26370  -0.104
C 0.74760 -0.38077 0.31462  -0.104
H -1.66708 -5.50271 0.01472  0.123
H -1.50283 -3.02356 0.10070  0.122
H 2.75538 -3.31528 0.30120  0.117
H 2.59383 -5.78799 0.21684  0.115

Atoms 1-6, force components in eV/Å:
0.9 -0.3 -0.7
-0.6 0.2 -0.2
0.4 0.0 0.0
0.0 0.0 -0.1
-0.1 0.0 0.1
0.0 0.0 0.0

---

(5)
A cluster of 2 separate species, C3H4N3OP in total. Source: the Open Molecules 2025 dataset; level of theory: ωB97M-V with the def2-TZVPD basis set.

* energy: -18977.4080 eV
* energy relative to the best compared isomer or geometry (same formula, charge and spin): 38.3 kcal/mol
* maximum force: 3.27 eV Å⁻¹
* frontier orbital gap (alpha / beta): 0.26820 / 0.26845 Eh
* highest occupied orbital energy (alpha / beta): -9.4 / -9.4 eV

Last column: Löwdin charge in e.
CARTESIAN COORDINATES (ANGSTROEM)
C -0.48646 -0.82238 -1.23829  -0.082
C -1.51548 -0.02510 -1.70404  -0.104
C 0.00932 -0.10144 -0.16879  -0.056
N -0.69085 0.97808 0.07478  0.015
N -1.70041 1.02250 -0.82361  -0.014
N 1.98068 -0.42408 1.33370  -0.239
O 2.84722 0.01553 3.76531  -0.539
P 1.62627 -0.25270 2.97968  0.604
H -0.17990 -1.66230 -1.85231  0.104
H -2.19236 -0.34888 -2.38361  0.078
H -2.53827 1.70627 -0.76471  0.206
H 2.84023 -0.08548 0.78188  0.028

Atoms 1-6, force components in eV/Å:
0.3 -0.3 -1.8
0.7 0.5 3.2
0.6 1.8 1.9
0.4 0.1 1.2
-0.1 -0.4 -0.8
-0.9 1.0 -2.1

---

(6)
A structure of composition C17H11BrF3N2O4Sc. Source: the Open Molecules 2025 dataset; level of theory: ωB97M-V with the def2-TZVPD basis set.

* energy: -127877.8212 eV
* energy relative to the best compared isomer or geometry (same formula, charge and spin): 6.6 kcal/mol
* maximum force: 0.70 eV Å⁻¹
* frontier orbital gap: 0.30834 Eh
* highest occupied orbital energy: -8.3 eV

Last column: Löwdin charge in e.
CARTESIAN COORDINATES (ANGSTROEM)
Sc 0.14471 0.95528 0.70198  0.956
Br -1.90878 0.90094 -1.19816  0.937
C -2.59056 -0.79702 -0.61815  -0.547
C -3.77557 -1.19783 -1.15292  -0.124
C -4.28940 -2.46153 -0.78976  -0.075
C -3.59214 -3.25765 0.06998  -0.033
C -2.35789 -2.83376 0.62133  -0.164
C -1.62768 -3.66652 1.50662  -0.037
C -0.44247 -3.24620 2.02939  -0.075
C 0.05847 -1.96226 1.70629  -0.122
C -0.59313 -1.09472 0.85987  -0.196
C -1.82250 -1.55993 0.29517  -0.233
H -4.31083 -0.56554 -1.84706  0.101
H -5.23185 -2.78987 -1.20677  0.105
H -3.97336 -4.23361 0.34560  0.113
H -2.03158 -4.64094 1.75483  0.111
H 0.11344 -3.88752 2.70214  0.103
H 0.99658 -1.66053 2.16643  0.091
C 3.56561 2.00333 -3.87785  -0.007
N 3.24320 1.67949 -2.49322  -0.043
C 4.20522 1.44759 -1.57066  -0.033
C 3.92842 1.14769 -0.28168  0.028
C 2.55027 1.09115 0.05903  -0.453
O 2.10272 0.81559 1.23438  -0.077
N 1.59689 1.32596 -0.85945  0.097
C 1.87479 1.61869 -2.16713  -0.488
O 1.04082 1.87885 -3.00513  0.072
H 4.64699 2.02107 -3.98687  0.089
H 3.14864 2.97304 -4.14015  0.100
H 3.13656 1.25786 -4.54378  0.100
H 5.22283 1.52069 -1.93130  0.134
H 4.69441 0.96741 0.45333  0.119
F -1.87775 1.95619 4.23597  0.218
C -1.30333 1.85559 3.06684  -0.517
F -0.18971 1.04956 3.18676  0.103
F -2.11245 1.16135 2.22014  0.118
C -0.86722 3.16284 2.35932  -0.525
O -1.08227 4.23551 2.84532  0.154
O -0.29009 2.82975 1.24932  -0.100

Atoms 1-6, force components in eV/Å:
0.0 0.0 -0.3
0.0 -0.1 0.0
0.0 0.1 -0.1
0.0 -0.1 0.0
0.0 0.0 0.0
0.0 0.0 0.0